Entry 1:
# C5H9NO

A molecular structure, C5H9NO (ωB97M-V with the def2-TZVPD basis set, the OMol25 dataset).

Each line ends with the natural charge from an NBO analysis.
Element x y z (Å)
O  -0.077  1.310  1.688  -0.665
N  -1.089  -0.393  0.314  -0.419
C  -0.197  -0.905  -0.770  -0.206
C  -2.369  0.204  -0.014  -0.421
C  0.924  -0.093  -0.144  -0.205
C  2.409  -0.190  -0.168  -0.631
C  0.001  0.398  0.701  0.460
H  2.853  0.445  0.610  0.210
H  -2.312  0.954  -0.820  0.171
H  2.728  -1.220  0.043  0.213
H  -2.771  0.682  0.884  0.213
H  -3.060  -0.590  -0.315  0.203
H  -0.528  -0.550  -1.756  0.185
H  0.730  1.843  1.650  0.490
H  -0.096  -1.995  -0.775  0.189
H  2.854  0.101  -1.127  0.213

Forces on atoms 1 to 3 (eV/Å):
0.2 0.1 0.0
0.0 0.1 0.1
0.0 -0.2 -0.3

Results
- LUMO energy (eV) = 0.8
- charge = 0
- E (eV) = -8866.76187
- orbital gap (eV) = 8.48
- maximum force (hartree/bohr) = 0.00687
- relative energy (zero: lowest compared OMol25 entry of this formula, charge and spin) (kcal per mole) = 56.52

=====

Entry 2:
# C41H37Cl5P2Zn

A molecular structure, C41H37Cl5P2Zn at a distorted geometry (ωB97M-V with the def2-TZVPD basis set, the OMol25 dataset).

Each line ends with the Löwdin charge.
Element x y z (Å)
Zn  -0.523  0.734  1.342  0.508
Cl  -1.428  2.774  3.184  0.675
Cl  -1.508  -2.678  6.185  0.676
Cl  -2.917  -0.245  7.471  0.688
Cl  -2.885  2.469  5.962  0.701
Cl  -0.075  -2.455  3.440  0.679
P  -1.608  -0.789  0.061  0.913
P  2.234  0.187  0.827  0.923
C  -1.058  1.556  -4.494  -0.179
C  -1.549  1.221  3.974  -0.700
C  -3.098  -2.468  1.720  -0.098
C  1.997  0.374  2.623  -0.241
C  4.986  -0.540  0.558  -0.070
C  3.521  3.302  -1.482  -0.072
C  -2.521  -2.272  0.443  -0.353
C  -1.021  0.116  3.320  -0.297
C  -0.989  -1.381  -4.052  -0.178
C  3.402  4.411  -0.626  -0.077
C  -4.076  0.513  -0.294  -0.082
C  -2.675  0.666  -0.266  -0.374
C  0.459  -1.030  -4.497  -0.177
C  0.431  1.960  -4.427  -0.180
C  -3.838  -4.663  1.015  -0.076
C  -2.120  1.989  -0.171  -0.208
C  -1.527  -1.187  5.347  -0.712
C  -3.305  -4.454  -0.266  -0.082
C  3.679  -0.931  0.883  -0.308
C  2.755  1.839  0.310  -0.308
C  -4.353  2.914  -0.252  -0.086
C  2.916  4.249  0.676  -0.072
C  3.234  2.019  -0.994  -0.116
C  1.261  1.127  -3.501  -0.099
C  -3.720  -3.677  2.015  -0.070
C  -2.164  -0.095  5.946  -0.729
C  4.495  -3.077  1.683  -0.072
C  -2.969  3.101  -0.191  -0.094
C  1.290  -0.208  -3.553  -0.123
C  1.279  -0.647  -0.467  -0.351
C  -4.913  1.630  -0.281  -0.072
C  6.049  -1.409  0.831  -0.083
C  5.807  -2.660  1.413  -0.087
C  -1.637  -0.415  -3.080  -0.148
C  2.549  2.973  1.130  -0.076
C  -2.631  -3.272  -0.552  -0.081
C  -1.595  0.910  -3.246  -0.093
C  -0.930  -1.064  4.053  -0.695
C  3.427  -2.223  1.385  -0.085
C  -2.141  1.131  5.246  -0.729
C  -0.017  -1.136  -0.675  -0.378
H  0.975  -1.987  -4.629  0.107
H  4.291  -4.060  2.128  0.110
H  7.079  -1.099  0.606  0.107
H  2.123  2.850  2.118  0.085
H  -3.428  -5.209  -1.049  0.106
H  -2.326  -0.892  -2.378  0.068
H  2.032  1.684  -2.994  0.056
H  6.643  -3.321  1.671  0.105
H  -0.081  -1.928  -1.428  0.048
H  -2.206  -3.072  -1.533  0.087
H  -5.997  1.500  -0.305  0.106
H  2.397  -2.536  1.569  0.090
H  -4.999  3.786  -0.253  0.099
H  1.944  -0.954  -1.281  0.037
H  -2.069  1.601  -2.547  0.088
H  -1.195  0.875  -5.331  0.096
H  -1.030  2.162  -0.224  0.071
H  -0.984  -2.390  -3.600  0.093
H  -4.494  -0.495  -0.298  0.106
H  3.680  5.399  -0.988  0.103
H  0.479  3.024  -4.141  0.108
H  -4.344  -5.599  1.240  0.101
H  -1.628  2.466  -4.684  0.108
H  0.836  1.879  -5.449  0.116
H  1.696  -0.607  3.032  0.010
H  -2.527  4.098  -0.147  0.110
H  3.347  1.146  -1.636  0.099
H  2.979  0.683  3.055  0.087
H  -4.137  -3.858  3.005  0.108
H  2.103  -0.779  -3.104  0.092
H  -1.611  -1.454  -4.964  0.117
H  2.830  5.113  1.343  0.108
H  0.434  -0.553  -5.484  0.104
H  5.163  0.440  0.109  0.098
H  1.241  1.118  2.953  0.009
H  -3.059  -1.659  2.447  0.097
H  3.864  3.439  -2.508  0.109

Forces on atoms 1 to 3 (eV/Å):
0.2 -0.3 2.0
-0.2 0.2 0.1
0.1 -0.4 0.1

Results
- LUMO energy (spin up / spin down) (eV) = -0.1 / 0.4
- charge = 0
- E (eV) = -172717.75029
- orbital gap (spin up / spin down) (eV) = 5.12 / 5.81
- maximum force (hartree/bohr) = 0.04737
- relative energy (zero: lowest compared OMol25 entry of this formula, charge and spin) (kcal per mole) = 0.00

=====

Entry 3:
# C4H12B4NiO7

A molecular structure, C4H12B4NiO7 at a distorted geometry (ωB97M-V with the def2-TZVPD basis set, the OMol25 dataset).

Each line ends with the Löwdin spin population.
Element x y z (Å)
Ni  -1.517  2.998  -2.691  0.990
O  -0.190  0.934  -1.834  0.020
O  0.274  -2.091  -0.511  0.576
O  1.234  2.291  -0.465  0.003
O  -1.105  2.667  -0.414  0.007
O  -2.267  1.010  0.861  0.001
O  2.037  0.345  -1.515  0.014
O  -0.682  2.387  1.944  0.001
C  -1.068  -2.161  -0.045  0.075
C  2.623  0.635  0.997  0.001
C  0.467  -1.657  -1.822  0.132
C  -1.118  -2.188  1.445  0.008
B  -1.359  2.017  0.859  0.001
B  0.783  -0.054  -1.740  0.064
B  0.003  1.948  -0.896  0.001
B  1.995  1.114  -0.329  0.001
H  -1.665  -1.346  -0.461  0.023
H  3.191  -0.268  0.817  0.000
H  -0.368  -1.926  -2.461  0.018
H  -2.143  -2.066  1.761  0.001
H  -0.568  -1.358  1.866  0.000
H  -0.734  -3.113  1.853  0.001
H  1.823  0.352  1.686  0.000
H  -3.010  1.266  0.284  0.000
H  3.198  1.398  1.507  0.000
H  0.240  2.076  1.938  0.000
H  -1.466  -3.086  -0.488  0.045
H  1.393  -2.121  -2.145  0.019

Forces on atoms 1 to 3 (eV/Å):
-0.1 0.0 0.8
-0.9 -0.9 0.4
-0.1 0.6 -0.5

Results
- LUMO energy (spin up / spin down) (eV) = -8.8 / -11.7
- charge = +2
- E (eV) = -62413.74897
- orbital gap (spin up / spin down) (eV) = 9.74 / 6.10
- maximum force (hartree/bohr) = 0.04211
- 2S+1 = 3
- expectation value of S² = 2.01

=====

Entry 4:
# C14H29NO6P

4 unconnected molecules or ions with the total composition C14H29NO6P at a distorted geometry (ωB97M-V with the def2-TZVPD basis set, the OMol25 dataset).

Each line ends with the natural charge from an NBO analysis.
Element x y z (Å)
P  3.894  -2.103  -2.124  0.748
O  1.476  1.241  -1.179  -0.235
O  1.643  1.058  -3.661  -0.440
O  -0.938  4.752  -0.724  -0.722
O  -2.282  -0.848  5.055  -0.729
O  0.251  1.524  -0.829  -0.405
O  -1.994  0.450  1.876  -0.744
N  -0.086  -4.120  -2.568  -0.518
C  -1.278  4.333  -3.067  -0.632
C  -1.159  1.165  2.776  -0.073
C  -0.700  -1.400  -2.675  -0.219
C  4.477  -0.946  -3.527  -0.937
C  -2.669  -2.020  5.758  -0.061
C  4.408  -1.490  -0.389  -0.949
C  2.005  -2.300  -2.316  -0.305
C  -2.125  -3.247  5.057  -0.632
C  1.390  0.492  -2.448  0.700
C  -1.920  2.330  3.374  -0.637
C  -0.731  5.286  -2.024  -0.062
C  -1.126  -3.005  -2.739  0.087
C  1.413  -3.840  -2.371  0.114
C  0.921  -1.079  -2.466  -0.025
H  5.608  -1.196  -3.744  0.279
H  -0.835  0.476  3.561  0.202
H  -2.811  1.977  3.903  0.221
H  -2.273  -1.953  6.776  0.183
H  4.209  -0.348  -0.195  0.246
H  -2.410  -4.159  5.589  0.216
H  3.858  -1.257  -4.497  0.264
H  3.937  -2.113  0.507  0.271
H  -0.399  -5.115  -2.625  0.460
H  -2.270  1.069  1.178  0.459
H  -0.282  0.686  -0.628  0.461
H  2.125  -4.762  -2.265  0.290
H  -1.243  6.251  -2.082  0.185
H  5.585  -1.635  -0.273  0.279
H  -2.254  -3.322  -2.920  0.285
H  -1.033  -3.202  4.993  0.209
H  -2.646  -0.913  4.155  0.465
H  0.340  5.454  -2.168  0.159
H  -1.513  -0.565  -2.786  0.293
H  -2.266  3.011  2.589  0.201
H  -0.472  3.899  -0.680  0.460
H  -0.784  3.358  -2.998  0.186
H  -1.131  4.732  -4.074  0.218
H  -0.274  1.511  2.233  0.149
H  -1.292  2.889  4.073  0.224
H  4.266  0.193  -3.351  0.252
H  -2.502  -3.306  4.031  0.191
H  -2.347  4.160  -2.907  0.210
H  -3.761  -2.052  5.814  0.160

Forces on atoms 1 to 3 (eV/Å):
0.6 -1.2 -0.3
4.4 -3.4 -4.0
-1.6 -4.0 8.8

Results
- LUMO energy (eV) = -5.8
- charge = +1
- E (eV) = -38031.60805
- orbital gap (eV) = 6.09
- maximum force (hartree/bohr) = 0.19129
- relative energy (zero: lowest compared OMol25 entry of this formula, charge and spin) (kcal per mole) = 230.79

=====

Entry 5:
# C5H13NS

A single C5H13NS molecule at a distorted geometry (ωB97M-V with the def2-TZVPD basis set, the OMol25 dataset).

Each line ends with the natural charge from an NBO analysis.
Element x y z (Å)
S  1.311  -1.998  -0.814  -0.053
N  -0.654  1.698  1.661  -0.690
C  0.523  1.571  2.517  -0.406
C  -0.354  -1.334  -1.256  -0.509
C  -1.048  0.675  0.685  -0.220
C  -0.610  1.271  -0.648  -0.399
C  -0.629  0.140  -1.638  -0.420
H  -2.079  0.278  0.706  0.193
H  1.482  1.590  1.962  0.171
H  -0.328  -0.197  0.800  0.191
H  0.597  0.713  3.167  0.175
H  -1.614  0.222  -2.141  0.211
H  0.358  1.696  -0.555  0.209
H  -1.259  2.539  1.933  0.387
H  -1.066  -1.415  -0.513  0.212
H  -0.493  -1.872  -2.166  0.220
H  0.242  0.230  -2.313  0.204
H  0.990  -2.343  0.398  0.119
H  0.675  2.487  3.155  0.203
H  -1.192  2.214  -0.992  0.203

Forces on atoms 1 to 3 (eV/Å):
-0.1 1.1 -0.6
-1.2 1.6 2.4
0.8 1.4 -0.4

Results
- LUMO energy (eV) = 0.9
- charge = 0
- E (eV) = -17718.93421
- orbital gap (eV) = 8.91
- structure (SMILES) = CNCCCCS
- maximum force (hartree/bohr) = 0.05978
- relative energy (zero: lowest compared OMol25 entry of this formula, charge and spin) (kcal per mole) = 53.42

=====

Entry 6:
# C3H3I2NO

A single C3H3I2NO molecule at a distorted geometry (ωB97M-V with the def2-TZVPD basis set, the OMol25 dataset).

Each line ends with the natural charge from an NBO analysis.
Element x y z (Å)
I  0.575  2.188  -0.766  0.171
I  3.105  -1.333  -1.032  -0.047
O  2.221  -0.844  1.735  -0.503
N  0.494  -0.664  0.263  -0.526
C  -0.251  0.387  -0.075  0.232
C  -1.730  0.267  -0.201  -0.694
C  1.769  -0.826  0.647  0.621
H  -2.005  -0.740  -0.381  0.253
H  -1.986  1.017  -0.958  0.238
H  -2.193  0.548  0.768  0.255

Forces on atoms 1 to 3 (eV/Å):
0.2 0.0 0.3
-0.3 0.1 0.1
0.0 0.2 0.6

Results
- LUMO energy (eV) = -0.5
- charge = 0
- E (eV) = -22897.65229
- orbital gap (eV) = 9.00
- structure (SMILES) = C/C(I)=N/C(=O)I
- maximum force (hartree/bohr) = 0.09790
- relative energy (zero: lowest compared OMol25 entry of this formula, charge and spin) (kcal per mole) = 3.65

=====

Entry 7:
# C4H8NO3

2 unconnected molecules or ions with the total composition C4H8NO3 at a distorted geometry (ωB97M-V with the def2-TZVPD basis set, the OMol25 dataset).

Each line ends with the natural charge from an NBO analysis.
Element x y z (Å)
O  1.093  -3.058  0.765  -0.738
O  1.793  -1.010  0.368  -0.815
O  -0.648  3.375  1.383  -0.651
N  0.544  1.569  1.082  -0.857
C  -1.697  1.680  0.028  -0.729
C  1.145  -2.050  0.169  0.788
C  -0.640  2.296  0.841  0.654
C  0.697  -2.495  -1.330  -0.772
H  0.229  -1.651  -1.937  0.164
H  -1.511  1.772  -1.050  0.240
H  0.775  0.758  0.431  0.441
H  -2.562  2.417  0.184  0.226
H  0.035  -3.394  -1.099  0.205
H  1.360  1.981  1.661  0.402
H  1.519  -2.890  -1.886  0.192
H  -2.131  0.699  0.390  0.249

Forces on atoms 1 to 3 (eV/Å):
-0.6 -4.6 5.3
-0.5 1.7 0.2
-1.9 1.9 0.1

Results
- LUMO energy (eV) = 3.6
- charge = -1
- E (eV) = -11911.34525
- orbital gap (eV) = 7.62
- maximum force (hartree/bohr) = 0.13686
- relative energy (zero: lowest compared OMol25 entry of this formula, charge and spin) (kcal per mole) = 44.94

=====

Entry 8:
# C4H7F2N

A molecular structure, C4H7F2N at a distorted geometry (ωB97M-V with the def2-TZVPD basis set, the OMol25 dataset).

Each line ends with the natural charge from an NBO analysis.
Element x y z (Å)
F  0.797  -0.594  1.984  -0.303
F  -0.957  1.231  3.061  -0.328
N  0.358  0.268  -0.568  -0.390
C  -0.839  0.151  -1.351  -0.430
C  1.215  -0.995  -0.555  -0.456
C  -0.654  1.213  1.735  0.090
C  0.059  0.228  1.255  0.431
H  -0.556  0.246  -2.356  0.210
H  0.800  -2.017  -0.204  0.187
H  -1.336  1.029  -1.255  0.201
H  -1.215  1.941  1.016  0.194
H  1.495  -1.074  -1.689  0.195
H  2.156  -0.899  -0.030  0.216
H  -1.321  -0.728  -1.044  0.185

Forces on atoms 1 to 3 (eV/Å):
-0.4 -0.1 -0.5
0.2 0.6 -0.6
2.5 -2.1 6.0

Results
- LUMO energy (eV) = 0.9
- charge = 0
- E (eV) = -11182.35962
- orbital gap (eV) = 10.04
- maximum force (hartree/bohr) = 0.13247
- relative energy (zero: lowest compared OMol25 entry of this formula, charge and spin) (kcal per mole) = 81.61